1.
Entry from OMol25: a structure of composition C59H58FGeNO4P3Ti (ωB97M-V with the def2-TZVPD basis set).

Geometry as XYZ:
```
128
Properties=species:S:1:pos:R:3
Ti -0.059 0.415 -0.322
F 0.434 -4.411 1.890
Ge 0.335 -2.734 1.288
C 0.504 -1.882 3.061
C 0.958 -2.785 4.036
C 0.924 -2.474 5.385
C 0.374 -1.281 5.810
C -0.062 -0.370 4.869
C 0.058 -0.627 3.500
P -0.469 0.679 2.368
C -2.259 0.785 2.764
C -2.980 1.971 2.729
C -4.352 1.967 2.957
C -5.018 0.780 3.215
C -4.303 -0.410 3.262
C -2.934 -0.407 3.047
C 0.216 2.270 2.973
C -0.154 3.457 2.326
C 0.315 4.687 2.759
C 1.161 4.763 3.858
C 1.536 3.599 4.503
C 1.076 2.364 4.062
C -1.450 -3.016 0.525
C -2.235 -3.803 1.374
C -3.392 -4.418 0.917
C -3.753 -4.300 -0.413
C -3.000 -3.504 -1.260
C -1.880 -2.822 -0.794
P -1.065 -1.600 -1.853
C -2.383 -0.817 -2.861
C -2.019 -0.261 -4.088
C -2.951 0.376 -4.891
C -4.274 0.463 -4.481
C -4.652 -0.097 -3.272
C -3.716 -0.733 -2.468
C -0.173 -2.536 -3.147
C 1.214 -2.625 -3.176
C 1.859 -3.371 -4.156
C 1.120 -4.053 -5.107
C -0.267 -3.980 -5.085
C -0.907 -3.223 -4.122
C 1.914 -2.896 0.120
C 2.126 -4.226 -0.261
C 3.285 -4.608 -0.924
C 4.272 -3.679 -1.180
C 4.073 -2.354 -0.829
C 2.889 -1.945 -0.218
P 2.613 -0.177 0.103
C 3.820 0.662 -0.993
C 4.809 1.505 -0.500
C 5.733 2.092 -1.357
C 5.694 1.835 -2.717
C 4.732 0.965 -3.217
C 3.810 0.387 -2.364
C 3.295 0.053 1.785
C 3.442 1.322 2.338
C 4.084 1.488 3.554
C 4.541 0.388 4.262
C 4.358 -0.885 3.742
C 3.755 -1.050 2.506
H 1.316 -3.755 3.738
H 1.289 -3.191 6.107
H 0.283 -1.061 6.863
H -0.514 0.553 5.204
H -2.491 2.915 2.538
H -4.895 2.901 2.938
H -6.082 0.783 3.395
H -4.804 -1.341 3.482
H -2.392 -1.344 3.112
H -0.831 3.426 1.486
H 0.005 5.586 2.246
H 1.517 5.720 4.207
H 2.198 3.641 5.355
H 1.430 1.477 4.561
H -1.922 -3.980 2.394
H -3.984 -5.020 1.590
H -4.624 -4.815 -0.788
H -3.316 -3.394 -2.288
H -1.001 -0.344 -4.446
H -2.646 0.787 -5.842
H -5.007 0.946 -5.111
H -5.684 -0.055 -2.954
H -4.039 -1.170 -1.533
H 1.814 -2.130 -2.425
H 2.937 -3.425 -4.163
H 1.617 -4.641 -5.864
H -0.849 -4.505 -5.828
H -1.986 -3.154 -4.140
H 1.393 -4.979 -0.028
H 3.417 -5.639 -1.215
H 5.195 -3.977 -1.656
H 4.849 -1.635 -1.043
H 4.893 1.711 0.558
H 6.492 2.741 -0.947
H 6.417 2.287 -3.378
H 4.712 0.722 -4.270
H 3.111 -0.338 -2.771
H 3.069 2.195 1.815
H 4.217 2.482 3.953
H 5.039 0.520 5.210
H 4.702 -1.752 4.285
H 3.662 -2.049 2.103
O -2.405 -0.187 0.024
H -2.796 -0.580 0.824
H -2.906 0.620 -0.163
O 1.538 2.576 -0.266
H 2.109 3.131 -0.812
H 1.152 3.160 0.406
O 0.955 0.451 -2.614
H 1.076 -0.254 -3.264
H 1.231 1.282 -3.019
O -1.124 1.996 -0.092
N -0.985 1.805 -1.421
C -1.877 4.795 -1.332
C -2.552 3.641 -2.078
C -3.760 3.121 -1.285
C -3.023 4.117 -3.457
C -1.580 2.508 -2.302
H -2.561 5.642 -1.290
H -0.974 5.127 -1.844
H -1.622 4.521 -0.311
H -4.480 3.929 -1.161
H -3.473 2.783 -0.288
H -4.258 2.309 -1.816
H -3.754 4.916 -3.347
H -3.492 3.305 -4.009
H -2.193 4.503 -4.050
H -1.375 2.168 -3.313
```

Total charge: +2
F_max in eV Å⁻¹: 0.98
HOMO-LUMO gap (spin up / spin down) in eV: 8.15 / 8.15
Spin multiplicity: 2
E_tot in eV: -182009.9659

2.
Entry from OMol25: a structure of composition C59H60B2Br2N10OTi at a distorted geometry (ωB97M-V with the def2-TZVPD basis set).

Geometry as XYZ:
```
135
Properties=species:S:1:pos:R:3
Ti -0.221 0.980 -0.152
C -3.862 -0.482 1.436
C -2.892 0.513 1.361
N -1.918 0.125 0.542
N -2.239 -1.074 0.063
C -3.406 -1.471 0.584
B -1.413 -1.740 -1.075
N -1.419 -0.704 -2.232
C -2.231 -0.641 -3.297
C -1.734 0.309 -4.166
C -0.585 0.780 -3.535
N -0.414 0.164 -2.366
N 0.006 -2.113 -0.684
C 0.528 -3.330 -1.245
C 2.569 -2.977 -1.243
C 2.383 -1.612 -0.559
N 1.014 -1.228 -0.141
H -4.768 -0.480 2.005
H -2.862 1.476 1.840
H -3.859 -2.407 0.325
H -2.017 -2.708 -1.415
H -3.095 -1.271 -3.377
H -2.126 0.607 -5.119
H 0.119 1.507 -3.901
H -0.292 -4.011 -1.447
H 3.624 -3.216 -1.386
H 2.952 -0.806 -1.009
C -0.833 4.922 1.819
C -0.377 4.787 3.115
C 0.104 3.560 3.515
C 0.159 2.464 2.638
C -0.222 2.592 1.281
C -0.742 3.850 0.944
C 0.354 1.138 3.234
C 0.706 1.024 4.608
C 0.373 -0.098 5.294
C -0.274 -1.144 4.604
C -0.866 -2.237 5.264
C -1.424 -3.258 4.546
C -1.348 -3.242 3.147
C -0.786 -2.187 2.481
C -0.305 -1.063 3.185
N -0.006 0.083 2.522
H -1.286 5.846 1.489
H -0.431 5.610 3.813
H 0.384 3.450 4.550
H -1.157 4.046 -0.035
H 1.220 1.826 5.108
H 0.577 -0.192 6.350
H -0.904 -2.237 6.345
H -1.910 -4.083 5.049
H -1.763 -4.069 2.592
H -0.728 -2.198 1.407
Br -3.693 3.501 -2.653
C -1.823 3.809 -2.613
C -1.264 4.872 -3.312
C 0.101 5.055 -3.301
Br 0.827 6.547 -4.234
C 0.966 4.155 -2.643
C 2.375 4.187 -2.700
C 3.076 3.140 -2.138
C 2.406 2.140 -1.443
N 1.083 2.143 -1.240
C 0.370 3.107 -1.899
C -1.046 2.940 -1.842
O -1.529 1.992 -1.098
H -1.902 5.550 -3.860
H 2.879 4.994 -3.206
H 4.152 3.095 -2.224
H 2.948 1.302 -1.027
C 4.623 -3.233 5.418
C 3.248 -2.671 5.023
C 2.310 -2.886 6.211
C 3.358 -1.220 4.585
C 3.731 -0.328 5.582
C 3.878 1.020 5.340
C 3.715 1.493 4.054
C 3.406 0.634 3.012
C 3.472 1.134 1.587
C 3.489 2.661 1.516
C 4.762 0.580 0.960
C 3.183 -0.736 3.260
N 2.927 -1.612 2.194
B 1.998 -1.853 0.974
N 1.875 -3.362 0.982
C 3.042 -3.805 1.574
C 3.617 -2.819 2.278
C 1.678 -3.887 -0.342
C 1.635 -5.390 -0.307
C 1.977 -6.132 -1.369
C 2.252 -5.634 -2.687
C 1.979 -4.410 -3.150
C 1.591 -3.173 -2.410
C 1.438 -2.014 -3.398
C 0.342 -2.334 -4.416
C 2.752 -1.673 -4.108
C 0.844 -6.106 0.783
C 1.138 -5.886 2.268
C -0.641 -5.797 0.532
H 4.584 -4.320 5.423
H 4.894 -2.905 6.419
H 5.416 -2.923 4.745
H 2.842 -3.267 4.206
H 2.545 -2.231 7.046
H 2.411 -3.916 6.554
H 1.279 -2.726 5.917
H 3.919 -0.703 6.577
H 4.152 1.696 6.136
H 3.861 2.545 3.873
H 2.585 0.757 1.045
H 4.429 3.049 1.904
H 2.664 3.076 2.090
H 3.396 3.011 0.492
H 5.614 0.837 1.586
H 4.941 0.999 -0.028
H 4.715 -0.500 0.875
H 3.410 -4.800 1.412
H 4.533 -2.864 2.832
H 1.959 -7.212 -1.284
H 2.583 -6.379 -3.399
H 2.162 -4.256 -4.202
H 1.141 -1.130 -2.829
H 0.629 -3.174 -5.044
H 0.151 -1.478 -5.058
H -0.579 -2.596 -3.899
H 3.029 -2.434 -4.835
H 3.569 -1.574 -3.396
H 2.638 -0.727 -4.635
H 0.988 -7.178 0.601
H 0.965 -4.857 2.569
H 2.153 -6.178 2.521
H 0.472 -6.530 2.840
H -0.827 -4.735 0.662
H -1.267 -6.352 1.230
H -0.928 -6.080 -0.479
```

Total charge: 0
F_max in eV Å⁻¹: 2.78
HOMO-LUMO gap in eV: 3.85
E_tot in eV: -243659.0300

3.
Entry from OMol25: a structure of composition C59H64N2O6PRbSSi (ωB97M-V with the def2-TZVPD basis set).

Geometry as XYZ:
```
135
Properties=species:S:1:pos:R:3
Rb -0.442 -0.799 -0.390
C -3.827 3.180 -0.410
C -4.451 1.943 0.230
C -4.703 0.853 -0.811
C -3.617 1.361 1.396
C -4.335 1.339 2.757
O -3.390 1.913 3.685
C -2.320 2.276 2.931
N -2.355 2.076 1.684
C -1.231 2.922 3.693
C -1.585 3.692 4.803
C -0.623 4.354 5.540
C 0.715 4.239 5.181
C 1.070 3.453 4.100
C 0.112 2.779 3.336
P 0.637 1.680 1.940
C 1.045 2.952 0.682
C 0.198 2.993 -0.425
C 0.396 3.931 -1.428
C 1.453 4.824 -1.347
C 2.308 4.785 -0.252
C 2.099 3.859 0.760
C 2.256 1.103 2.579
C 2.265 0.492 3.838
C 3.388 -0.178 4.293
C 4.524 -0.267 3.494
C 4.521 0.322 2.240
C 3.394 0.998 1.784
H -4.531 3.625 -1.119
H -2.922 2.910 -0.958
H -3.556 3.935 0.330
H -5.424 2.238 0.646
H -3.758 0.470 -1.198
H -5.291 1.224 -1.655
H -5.234 0.006 -0.368
H -3.330 0.330 1.154
H -4.556 0.326 3.093
H -5.242 1.950 2.777
H -2.629 3.755 5.076
H -0.913 4.952 6.395
H 1.483 4.747 5.752
H 2.117 3.340 3.853
H -0.621 2.292 -0.510
H -0.273 3.939 -2.280
H 1.622 5.543 -2.140
H 3.141 5.475 -0.185
H 2.769 3.843 1.611
H 1.378 0.529 4.460
H 3.372 -0.643 5.272
H 5.400 -0.798 3.847
H 5.393 0.247 1.601
H 3.396 1.428 0.788
C -5.730 -4.359 -4.314
O -5.752 -3.110 -4.967
C -4.838 -2.177 -4.543
C -4.896 -0.942 -5.230
C -4.022 0.041 -4.857
C -3.075 -0.102 -3.819
C -2.275 1.043 -3.436
C -2.289 2.283 -4.333
O -1.597 1.131 -2.411
C -2.998 -1.375 -3.119
O -2.184 -1.635 -2.206
C -3.936 -2.393 -3.544
H -6.505 -4.963 -4.782
H -5.944 -4.256 -3.246
H -4.762 -4.853 -4.429
H -5.624 -0.804 -6.019
H -4.087 0.990 -5.375
H -2.234 2.050 -5.395
H -1.436 2.897 -4.047
H -3.202 2.858 -4.154
H -3.871 -3.327 -3.004
C 4.159 -0.389 -1.193
C 3.152 0.504 -1.856
O 2.037 0.661 -1.405
C 3.558 1.263 -3.087
C 4.826 1.146 -3.646
C 5.154 1.869 -4.784
C 4.214 2.707 -5.365
C 2.944 2.822 -4.813
C 2.616 2.101 -3.677
H 3.740 -0.766 -0.263
H 5.080 0.162 -0.986
H 4.405 -1.218 -1.861
H 5.552 0.468 -3.216
H 6.138 1.761 -5.224
H 4.467 3.265 -6.259
H 2.207 3.469 -5.273
H 1.631 2.163 -3.232
C -4.856 -2.500 2.948
Si -2.995 -2.122 2.513
C -2.353 -3.948 2.512
C -2.354 -1.602 4.268
C -0.968 -1.486 4.468
C -0.415 -1.071 5.669
C -1.241 -0.705 6.729
C -2.616 -0.780 6.558
C -3.154 -1.228 5.354
H -4.976 -3.131 3.840
H -5.299 -3.034 2.101
H -5.464 -1.598 3.093
H -2.712 -4.528 3.372
H -1.260 -3.972 2.500
H -2.683 -4.448 1.595
H -0.315 -1.725 3.630
H 0.665 -1.018 5.783
H -0.818 -0.362 7.666
H -3.277 -0.489 7.368
H -4.235 -1.290 5.263
C 1.704 -3.055 -2.625
C 2.959 -3.069 -3.155
C 3.994 -4.006 -2.744
C 5.283 -3.907 -3.174
C 5.691 -2.914 -4.100
C 4.680 -2.051 -4.602
C 3.394 -2.118 -4.166
C 7.032 -2.808 -4.530
N 8.135 -2.716 -4.878
H 1.373 -3.812 -1.924
H 0.977 -2.315 -2.937
H 3.723 -4.798 -2.053
H 6.021 -4.614 -2.811
H 4.948 -1.316 -5.353
H 2.655 -1.434 -4.571
C 2.205 -3.462 3.094
S 2.007 -2.476 1.607
C 3.157 -3.397 0.589
O 0.646 -2.774 1.072
H 1.904 -4.486 2.868
H 1.560 -3.046 3.867
H 3.248 -3.413 3.410
H 4.176 -3.180 0.913
H 3.001 -3.057 -0.436
H 2.939 -4.463 0.657
```

Total charge: -2
F_max in eV Å⁻¹: 0.51
HOMO-LUMO gap in eV: 4.45
E_tot in eV: -106145.1083